# C74H71N11O28

A 13-piece molecular cluster, C74H71N11O28 overall in a non-equilibrium geometry (wB97M-V/def2-TZVPD, the OMol25 dataset).

XYZ file:
```
184
Properties=species:S:1:pos:R:3:forces:R:3:mulliken_charge:R:1
C 0.1938 -0.4476 1.9914 -1.5 0.9 0.9 -0.167
C -5.6992 8.8658 5.3169 -0.4 2.2 2.1 0.563
H -3.9385 8.8139 8.1905 0.5 -0.1 -0.1 0.394
H 3.3419 10.0558 3.8737 0.4 -0.6 0.2 0.305
C 7.1153 -6.6881 -10.8060 -0.8 0.0 2.3 -0.505
C -0.6679 -7.5830 -5.0733 1.9 0.4 -2.1 -0.476
H 8.7747 -7.7745 -11.2626 0.9 -0.1 0.3 0.325
H -2.7734 -1.4880 0.7575 -0.1 -0.1 -0.2 0.436
C -5.2449 9.3002 6.5819 1.1 -1.9 0.1 -0.493
H 2.0229 -0.4220 1.0294 0.2 -0.2 -0.3 0.355
C 8.1228 -7.7925 -0.6138 2.0 0.5 0.3 0.137
C 9.6858 -3.0675 5.6247 -1.7 -0.6 0.8 0.117
H -4.1604 -6.1709 -5.8383 -0.1 0.1 0.2 0.458
H -3.6061 -7.2569 -3.4889 -0.3 0.2 -0.2 0.403
C -0.8278 -1.8038 -0.2652 0.4 1.6 2.5 -0.543
O -3.2867 -0.1161 2.8253 1.0 -0.4 -0.4 -0.546
H 6.7694 3.3009 -3.7765 0.6 0.4 -0.4 0.355
O 2.2332 8.3697 4.5876 1.5 -0.5 0.1 -0.197
C -1.5975 1.4907 -9.0746 0.5 0.4 -1.2 -0.439
H 2.9313 10.0612 5.6351 0.4 -0.3 -0.1 0.274
H 10.1957 -1.4003 4.4045 -0.2 0.2 0.0 0.459
N -10.0580 -2.0833 -2.3155 -1.1 1.7 0.4 0.845
O -6.6974 10.9245 4.8823 -0.4 -2.8 -0.1 -0.524
C -4.1531 5.3009 -2.1706 -1.5 -0.1 0.0 -0.386
H 6.0713 -1.7000 5.7184 -0.1 0.0 -0.3 0.358
C 0.0292 -6.6314 6.0431 -0.7 0.4 1.2 -0.376
H -3.6209 6.3948 4.5642 0.1 -0.2 0.3 0.384
O 11.8132 -3.0285 4.7668 -1.0 -1.5 1.7 -0.572
C 7.3230 -3.2991 6.3918 1.8 1.1 -1.7 -0.550
C -4.1773 8.5654 7.1670 -1.4 -0.2 -1.2 -0.399
N 11.0634 -3.6320 5.5765 0.8 1.1 -1.5 0.934
N -5.2286 9.3454 -3.0339 -1.5 1.2 -0.1 0.929
H 12.5952 0.7277 -1.2816 -0.5 0.1 0.2 0.294
C 6.3405 -6.0787 -9.7978 0.3 0.8 -1.0 -0.273
C 9.3917 -1.8842 4.9391 -0.6 -1.2 0.4 -0.274
C -5.8192 6.8853 -2.9204 0.8 1.5 -0.1 -0.308
N 6.9165 -6.9646 -0.4780 -0.4 0.8 1.7 0.913
H -1.4565 -8.2435 -3.2938 0.0 0.0 0.3 0.327
H -11.0077 -2.5145 -4.8110 0.0 -0.3 -0.1 0.338
C -3.6158 7.4715 6.4735 -0.8 0.6 -0.6 -0.647
H 0.4500 -5.8026 7.9982 0.0 -0.2 0.1 0.361
C -1.8690 2.5048 -10.0032 -1.4 -0.1 0.3 -0.304
H 7.1476 -9.4030 -1.5501 0.1 -0.3 -0.1 0.434
C -5.4842 5.5979 -2.5381 0.9 0.3 -0.4 -0.509
N 6.2131 -5.0665 -7.5269 -0.3 -0.8 -1.2 1.019
C -3.1482 3.1003 -10.0253 0.8 -1.3 2.2 -0.509
H 1.5777 11.5132 3.9955 -0.2 0.2 0.5 0.387
H 5.3847 -5.6491 -10.0590 -0.2 -0.1 0.2 0.406
H 1.2867 -1.7787 -0.8610 -0.1 -0.2 -0.2 0.365
C 0.5653 -1.5140 -0.1021 -2.0 -0.7 -1.8 -0.363
O -4.0976 -4.3999 7.6572 1.5 0.1 -1.5 -0.547
H -12.0241 -0.7249 -1.1247 0.2 -0.2 0.2 0.352
H -5.6839 10.0688 7.2007 -0.3 0.2 -0.6 0.376
C 7.0575 -2.1327 5.6377 -0.2 -0.5 1.2 -0.298
C -1.1883 -0.7274 1.9409 1.0 0.0 -0.8 0.027
C -2.9047 -7.1124 -4.2973 -0.6 -0.1 -1.6 -0.687
C -3.5670 7.6144 -2.3926 -0.1 0.7 0.6 -0.167
H -0.0532 -6.8701 -6.9833 -0.2 0.6 -0.1 0.413
C -5.1474 7.8460 4.6170 0.7 -0.3 -0.6 -0.332
H 8.1420 2.1528 -4.2883 -0.3 0.4 -0.2 0.293
H 7.2985 2.6203 -1.4190 0.0 0.3 0.1 0.243
H 6.6276 1.6600 -3.4803 0.4 -0.4 0.2 0.285
H -4.9775 3.3083 -8.9630 -0.3 -0.5 0.2 0.392
H 6.6187 -6.8972 -11.7420 0.4 0.1 -0.2 0.360
H -14.9470 -1.0554 -4.1445 0.0 0.5 -0.4 0.353
H -0.6623 0.9526 -9.1213 0.2 0.2 0.1 0.342
C -0.8407 -6.8609 -6.2442 -0.7 -0.6 0.1 -0.285
C 9.2508 -9.8810 -1.0879 -1.3 0.8 0.2 -0.434
O -1.3048 -5.1432 -8.2016 -1.2 -0.5 0.3 -0.560
C -11.3993 -1.7980 -2.8481 -1.0 0.2 -1.5 0.226
H 9.8096 -7.5231 -8.8758 0.2 0.0 -0.4 0.348
C -4.0867 2.7002 -9.0189 0.9 0.1 -0.4 -0.241
C -13.9113 -1.1479 -3.8527 -1.2 -0.5 1.3 -0.330
H 12.2310 -0.4976 -2.4753 -0.4 0.3 -0.3 0.297
C -8.9215 2.2256 7.7334 0.7 0.2 0.3 -0.235
C -0.2747 -5.8813 7.2013 -0.8 1.1 -0.8 -0.351
C -2.0113 -5.8405 5.0901 -1.6 0.3 -0.5 -0.235
H -0.7435 -7.1630 4.0676 0.4 0.0 0.0 0.366
O 2.8324 6.2139 4.6194 1.0 2.0 0.2 -0.578
C 8.3706 -7.1920 -10.4478 -1.3 -0.2 -2.6 -0.201
H -8.7919 1.1975 7.4292 0.4 0.0 -0.3 0.362
H -1.7513 -4.5865 8.2002 0.2 0.1 0.0 0.405
H -2.7842 6.9439 6.9168 0.0 -0.2 -0.1 0.430
C 10.0472 1.2627 -2.1737 1.1 0.8 -1.6 0.733
C 3.1469 7.3867 4.7584 -0.1 -1.3 0.4 0.650
N -2.3249 -5.5907 -7.6700 -0.4 0.9 -1.1 0.917
C 7.3912 2.4348 -3.5502 0.4 0.1 1.3 -1.007
O -9.2672 6.4061 10.4139 -0.6 -0.2 -0.5 -0.532
O 10.6331 1.8610 -3.0618 -0.2 -0.7 1.1 -0.572
O -4.5423 0.1571 -6.5196 -0.2 -0.6 0.8 -0.583
C -11.7664 -2.0978 -4.1651 1.9 -0.7 0.6 -0.224
H 9.3538 -6.2366 0.2391 0.1 -0.1 0.1 0.470
C -1.7021 -1.3575 0.7980 0.8 -0.3 -0.5 -0.303
H 12.1253 -0.9603 -0.8382 -0.5 0.4 0.4 0.249
C 1.0021 -0.7642 0.9438 0.8 -0.1 0.8 -0.418
C -1.4711 -5.1091 7.2976 0.4 -1.7 -0.3 -0.429
H -10.9117 2.3892 6.8332 0.2 -0.4 0.0 0.362
O 7.0412 -5.8633 0.1278 -0.6 -2.4 -1.8 -0.563
H -6.2042 4.7932 -2.5574 -0.1 0.1 -0.1 0.384
H 11.2327 -9.9879 -0.3018 0.2 0.0 -0.2 0.371
C -4.8494 7.9358 -2.7954 -0.3 -1.6 -0.1 0.118
C -13.5854 -0.7948 -2.5370 1.0 -0.2 -1.2 -0.565
H 6.3883 7.3514 5.6026 -0.4 0.7 -0.4 0.254
O 5.8594 -7.4939 -0.7972 0.7 1.0 0.0 -0.561
C 8.6500 -3.7742 6.3156 -0.3 0.1 -0.1 -0.265
H -6.9590 2.4053 8.5377 0.1 0.2 0.7 0.382
H -6.7659 7.1758 -3.3513 -0.2 -0.2 0.3 0.416
O -1.5573 0.1400 4.1039 -0.5 -0.8 -2.2 -0.567
H -2.2319 6.1223 -1.7020 0.1 -0.1 -0.2 0.352
H -3.9768 4.2726 -1.8916 0.5 0.0 0.1 0.386
C -3.7858 1.6429 -8.0970 0.2 1.6 -1.9 0.038
O -6.4274 9.5889 -3.2111 1.0 -0.9 0.1 -0.564
N -2.0840 -0.2132 3.0216 0.1 0.8 1.8 0.914
C -2.5295 1.0626 -8.1641 -0.5 -0.4 0.7 -0.236
N -3.7192 -4.6550 6.4989 -3.4 -0.9 0.4 0.890
N -6.7648 9.6751 4.7170 -0.6 1.9 -1.3 0.819
O -3.4755 -5.3855 -8.0756 1.5 -0.4 0.6 -0.573
O -10.2404 6.9594 8.5436 0.2 -1.5 1.2 -0.505
H 8.3870 -6.4230 -7.1690 0.5 0.2 -0.1 0.400
C -8.2442 4.1411 9.0255 -0.2 0.5 0.9 -0.160
C -3.2186 6.3039 -2.1019 0.1 0.0 0.3 -0.461
H 11.3431 -7.7606 0.3556 0.0 0.3 0.2 0.341
C -4.1102 7.1270 5.1894 0.7 0.6 0.8 -0.427
C -2.4160 -5.2186 6.2643 2.9 0.4 1.1 0.088
H 9.1612 -10.8991 -1.4370 0.3 0.0 0.0 0.370
H 0.8994 -7.2707 6.0636 0.1 0.1 -0.2 0.375
N -4.8188 1.1276 -7.1616 -0.1 1.7 -1.7 0.998
C -12.3070 -1.1156 -2.0910 -0.3 1.0 1.5 -0.111
O -4.5305 -4.7041 5.5700 1.2 0.5 0.3 -0.567
C 8.0429 -1.4713 4.9340 1.2 0.4 0.0 -0.470
O 6.7933 -4.7559 -6.5435 1.8 0.3 2.0 -0.602
O -5.8843 1.7322 -7.2045 0.4 -0.7 0.6 -0.592
H 7.8192 -0.5452 4.4254 -0.2 0.0 -0.1 0.359
H 5.1696 6.3182 6.2184 0.0 -0.3 -0.1 0.290
C 1.3162 10.4998 4.3000 0.9 -0.3 -0.2 -1.194
C 8.1254 -6.4366 -8.2168 -0.6 0.5 -0.3 -0.198
H 0.8887 10.0629 3.3975 -0.2 -0.2 0.2 0.318
C 10.3825 -9.3440 -0.4717 -0.5 -4.6 -1.6 -0.418
H -1.2639 -2.2105 -1.1657 0.2 -0.3 0.1 0.404
C -10.1291 2.8338 7.4301 -0.1 -0.2 0.8 -0.567
O -9.6248 -3.1801 -2.4526 0.8 -1.7 -0.5 -0.525
C 2.6218 9.7567 4.6353 -1.5 0.8 -0.3 -0.140
C 6.8823 -5.8712 -8.5417 1.7 -1.1 -0.4 0.091
H -2.8610 8.3846 -2.1191 0.0 0.2 -0.4 0.384
C -0.8608 -6.5969 4.9798 -0.1 0.3 0.2 -0.394
C -3.1965 -6.5561 -5.5402 0.9 0.9 -0.4 -0.322
H -13.2085 -2.0619 -5.6853 -0.3 -0.1 0.0 0.363
H 0.6432 0.1547 2.7671 -0.4 -0.1 0.4 0.404
O -4.4032 10.2453 -3.0132 0.4 -1.2 0.1 -0.574
H -7.6152 4.6206 9.7609 0.5 0.2 -0.3 0.381
H 0.2948 -8.0534 -4.9387 0.0 -0.1 0.3 0.355
C -13.0178 -1.8352 -4.6467 0.2 0.6 -0.3 -0.541
H -1.1665 2.8745 -10.7354 0.4 -0.3 0.1 0.361
H -14.2077 -0.1689 -1.9147 -0.3 -0.3 0.0 0.362
C 5.4396 6.8891 5.3300 -0.5 -0.9 1.2 -0.632
C -7.9282 2.8811 8.5111 -1.9 0.0 -1.3 -0.653
H -2.2583 0.2585 -7.4960 -0.2 -0.1 0.1 0.415
H 8.7838 -4.7541 6.7497 0.7 0.1 0.1 0.364
C -9.4933 4.7505 8.8068 0.3 -2.0 -0.9 0.252
O 8.8214 1.5238 -1.7878 0.4 -1.5 1.4 -0.311
C 8.1030 2.6352 -2.1544 -2.8 0.8 -1.5 -0.276
H -5.3828 7.7645 3.5661 -0.3 -0.5 0.1 0.375
O 11.3751 -4.6019 6.2470 -0.5 1.0 -0.6 -0.559
H -2.6890 -5.7398 4.2552 -0.1 -0.3 -0.1 0.416
C 9.3306 -7.2607 -0.1029 -2.0 -0.1 -0.6 -0.405
H 5.5968 6.1785 4.5185 -0.4 0.4 -0.3 0.288
C -1.6600 -7.6737 -4.1884 -0.4 -1.0 3.1 -0.173
H 0.6490 10.4364 5.1596 -0.2 0.3 -0.3 0.297
O 4.3819 7.8515 5.1583 -0.7 0.1 -1.1 -0.323
C -2.1219 -6.3733 -6.4560 -0.4 -0.2 0.6 0.203
H 8.5876 3.6053 -2.0437 0.6 -0.3 -0.3 0.358
C 10.4037 -8.1073 -0.0491 1.4 3.7 1.5 -0.292
O 10.4775 0.2277 -1.4493 2.0 -0.4 0.3 -0.295
O 5.0914 -4.7410 -7.7586 -2.3 0.5 -0.7 -0.616
O -7.6056 9.1049 4.0145 1.1 0.8 1.1 -0.520
C -10.4301 4.0222 8.0387 0.0 2.7 1.2 -0.235
O -9.5255 -1.1682 -1.7166 0.2 0.0 0.0 -0.542
C 8.0977 -9.0818 -1.1495 0.0 0.3 0.2 -0.364
H -11.4150 4.4650 8.0554 -0.2 -0.1 -0.7 0.330
N -9.7463 6.1340 9.3238 0.8 0.5 -0.9 0.818
C 8.9056 -7.0367 -9.2113 -0.5 -0.3 2.2 -0.554
C 11.9371 -0.1137 -1.4984 -0.8 -0.1 -0.8 -0.646
H 6.5307 -3.8223 6.9066 0.2 -0.1 0.1 0.397
H -3.2528 3.9303 -10.7084 -0.7 0.0 0.1 0.360
```
Forces are in eV/Å.

The value obtained for the LUMO energy is -0.876 eV. As for the multiplicity: 1. For the total energy, the calculation gives -5570.2643 a.u. The orbital gap comes out at 8.84 eV. Its HOMO energy is -9.719 eV.